107
Properties=species:S:1:pos:R:3 method="wB97M-V/def2-TZVPD" total_charge=0 multiplicity=1
O -3.39 -3.96 4.50
H -4.76 -5.82 5.80
C -0.28 0.97 0.90
O 5.55 -4.37 -6.34
C 7.87 -4.68 -5.09
H -2.33 -1.99 2.76
H 0.06 -0.98 0.04
H 3.61 3.59 3.59
H -1.16 -0.03 3.46
C 5.59 -5.58 -4.00
H 4.53 5.03 1.07
H 6.51 -7.13 -5.19
C 1.10 -2.07 -3.53
H 1.85 2.39 2.35
H -3.89 -5.13 7.93
C -0.83 1.97 -1.34
C 3.10 -1.77 -4.95
C -5.19 -4.91 6.22
H 0.09 2.54 -1.46
C -0.56 5.15 -2.01
H 0.04 -2.29 -3.60
C -3.89 -2.63 6.75
H 1.33 -2.87 -5.53
C -2.06 -0.88 0.31
H 4.59 -5.87 -4.32
C -3.48 3.27 -1.57
H -2.30 -0.33 -0.61
C -1.14 4.21 -3.07
H 8.23 -5.61 -3.16
H 8.82 -6.55 -4.52
H -3.56 0.37 1.28
H 4.41 2.90 2.18
C -5.86 4.21 -1.89
H -4.32 -2.90 8.86
H -3.69 1.44 3.01
H -3.88 -1.36 3.24
H -2.23 1.74 0.34
H 1.15 5.41 -1.10
C -0.64 -0.53 0.76
H 0.51 4.58 1.57
H -0.25 1.25 1.96
O 2.30 6.97 2.73
C 3.66 3.62 2.50
Cl -4.38 1.74 -1.20
C -2.23 -0.05 3.68
H -4.34 4.01 -3.40
H -2.08 2.10 3.25
H 3.63 -2.06 -5.85
C -2.80 1.38 3.64
C 2.47 -0.39 -5.10
H 1.13 4.61 3.24
H 1.90 -0.29 -6.02
H -3.24 3.69 -0.60
H -1.81 4.75 -3.73
O 1.96 0.24 -2.58
C 2.28 3.30 1.92
H 5.58 -5.22 -2.97
H -1.00 2.96 0.56
H -6.36 5.12 -2.23
H -6.26 -4.90 6.03
C -3.20 -0.66 1.32
O 0.06 0.29 -4.19
H -5.60 -5.12 8.34
C -2.93 -1.08 2.77
H 6.60 -7.43 -3.46
C 1.94 -2.72 -4.63
H -0.31 3.86 -3.69
H -0.61 0.96 -1.68
H -3.99 -1.57 6.55
H 8.10 -4.90 -6.13
C -4.85 -4.67 7.69
S -4.50 -3.52 5.31
H -4.05 -1.26 0.97
H -2.84 -2.90 6.87
H -6.38 3.35 -2.33
H -3.09 1.72 4.64
H -2.06 -1.94 0.03
C 1.40 4.51 2.19
H -5.75 -2.70 7.84
H 8.44 -3.82 -4.75
C -1.18 1.96 0.15
P -2.02 2.66 -2.59
S 2.46 5.89 1.78
C 6.66 -6.65 -4.22
S 6.13 -4.22 -5.03
H 2.31 -3.70 -4.32
C 4.03 5.03 2.04
H 2.34 3.14 0.84
H 3.17 0.45 -5.00
S 1.30 -0.29 -3.74
C 8.00 -5.91 -4.19
C -4.75 -3.15 7.89
H -5.94 4.15 -0.81
H 4.61 5.61 2.75
O 2.34 6.16 0.37
C -4.41 4.23 -2.34
Cl -3.79 5.91 -2.12
O 5.97 -2.97 -4.32
O 0.78 4.77 -1.74
H 0.73 1.11 0.52
H 3.82 -1.76 -4.13
H -0.44 -1.04 1.70
O -5.57 -2.76 4.72
H -2.30 -0.43 4.71
H -0.59 6.18 -2.40
H 1.47 -2.31 -2.53
H -1.16 5.14 -1.09

=====

92
Properties=species:S:1:pos:R:3 method="wB97M-V/def2-TZVPD" relative_energy_ev=0.229 total_charge=0 multiplicity=1
H -2.90 -1.86 -1.82
H -2.94 2.40 -1.34
C -7.14 -0.01 0.63
H 3.29 0.44 -2.38
H -2.53 1.61 -2.86
H -3.15 -0.75 -3.17
C 5.39 0.92 -0.77
C 0.97 1.90 1.93
C -2.94 0.23 -1.26
H 1.37 0.42 3.43
H 7.17 2.99 -0.36
C -8.19 0.17 1.72
H 1.70 -0.87 -0.93
H -4.85 -0.70 -0.98
H -0.49 2.54 -2.12
H -8.55 0.34 -0.97
H 4.45 1.52 1.80
H -1.55 -0.92 -2.46
H 2.18 -1.88 -3.77
C 3.58 -0.47 -1.85
C 5.33 2.08 1.48
H 1.27 1.22 -0.09
H -0.20 -0.46 0.97
H 3.50 0.40 0.11
H -6.44 1.90 1.34
H 5.00 3.01 1.02
C -6.31 1.28 0.45
C -2.38 1.57 -1.78
H 2.63 3.24 0.15
H 1.83 2.48 2.27
H -4.43 0.47 1.11
H 5.91 2.33 2.36
C -4.45 0.31 -1.03
H 1.44 3.48 -1.13
C 7.43 2.06 0.14
C 1.25 -2.69 1.58
C 4.25 -0.06 -0.54
H 0.08 -2.21 -0.17
H -2.46 0.00 -0.30
H -0.69 -2.47 2.48
H 0.94 -3.87 -1.71
C -2.61 -0.89 -2.24
H -8.86 0.98 1.47
C 0.01 -0.48 2.04
H 8.01 2.30 1.03
H -4.92 0.82 -1.88
H -8.36 -1.36 -0.54
H 2.10 -2.05 1.37
C 0.58 -3.08 0.25
C 1.56 3.33 -0.06
H 0.64 -1.92 3.50
C 0.82 2.09 0.41
H 8.07 1.48 -0.53
C 2.34 -1.35 -1.68
C -0.66 2.16 -0.01
H -0.35 0.84 -1.69
C 1.53 -3.65 -0.81
C 1.57 -1.41 -3.00
C 2.71 -2.75 -1.19
H 5.00 1.84 -1.21
H -6.70 1.84 -0.40
C 1.75 -3.93 2.31
C -4.81 1.04 0.26
C 1.18 0.45 2.36
C -0.89 1.77 -1.47
H -0.19 -3.83 0.45
H 2.23 -3.65 3.25
H 4.31 -0.99 -2.48
H 2.08 0.07 1.87
C -7.83 -0.42 -0.67
H 1.19 4.22 0.45
H 6.47 0.34 0.99
H -1.03 3.18 0.16
H 0.65 -1.98 -2.89
H -7.71 0.40 2.68
H 4.64 -0.94 -0.03
H 0.92 -4.60 2.54
C 0.26 -1.93 2.47
H -7.11 -0.54 -1.48
H -6.46 -0.82 0.93
H 0.09 2.30 2.43
C 6.17 1.27 0.50
H 1.30 -0.41 -3.34
H 2.48 -4.48 1.72
H 1.93 -4.60 -0.47
H 3.28 -3.25 -1.98
H 3.37 -2.66 -0.33
H -1.25 1.50 0.63
H -8.78 -0.74 1.84
H -0.88 -0.11 2.56
H -4.31 2.01 0.28
H 6.09 0.49 -1.50

=====

105
Properties=species:S:1:pos:R:3 method="wB97M-V/def2-TZVPD" total_charge=-1 multiplicity=1
C 6.61 0.23 -0.80
H 3.53 -0.10 -4.91
H 4.86 -0.80 -3.92
H -0.89 -1.35 7.18
H -4.91 -0.26 5.53
C -6.97 0.29 2.17
H -0.16 1.76 6.25
H 3.65 -1.59 -6.40
H 3.95 -1.51 -8.79
H 1.74 -1.38 -1.61
C 4.51 -0.77 -8.21
H 4.92 0.90 -4.44
H 3.30 -0.90 0.37
O -9.65 -1.74 2.96
H 8.66 0.24 -1.81
O -3.15 0.16 6.72
H -2.51 2.27 6.39
H 0.24 -2.52 0.52
H -8.95 -2.24 -0.31
C 6.16 2.54 -0.33
C -8.73 -1.78 0.66
H -7.74 -2.15 0.92
H -0.23 -3.54 2.84
C -3.93 0.38 5.49
H 5.22 -2.26 -6.84
H -1.58 -1.66 4.96
H -9.70 -3.37 1.74
H -4.25 1.50 5.31
C 4.64 -1.33 -6.78
C -9.80 -2.28 1.65
C -10.79 -1.06 3.44
C -0.32 -0.56 6.51
H 7.22 2.80 -0.77
H 0.96 -2.59 4.81
O -8.67 -0.38 0.41
C -1.82 2.07 0.45
H 3.65 2.44 -8.00
H 7.25 0.38 -3.09
O 3.80 0.46 -8.36
C 1.01 0.68 -0.81
H -10.79 -2.08 1.24
H 7.56 -1.32 -2.31
C -0.10 -2.38 2.79
H -2.17 -0.18 0.86
H 4.29 1.54 -6.66
C 0.55 -1.71 4.15
Al 0.49 0.09 1.09
C 4.35 1.63 -7.75
C -8.34 0.49 1.50
H 5.41 3.44 -0.33
H -8.35 1.50 1.08
H 0.03 0.58 -1.48
H -2.60 1.63 8.16
N 5.58 1.31 -1.04
C -2.29 1.31 7.05
H 5.99 3.01 -7.67
H 0.84 -0.71 6.69
H 5.73 2.31 -9.27
N 1.58 1.15 2.32
H -1.02 0.04 4.35
H -4.88 -1.54 3.05
O 5.34 -0.46 -5.90
H -5.46 -1.54 1.35
H -11.41 -1.75 4.02
H -1.78 0.87 2.45
O 6.76 1.14 -7.86
C 4.27 1.05 -0.33
C -0.68 0.98 6.96
O 6.70 -0.42 0.38
C 0.76 2.03 2.98
S -0.39 3.09 3.68
C 2.15 -0.26 -1.53
H -3.30 0.05 4.54
H 5.48 -0.70 -8.70
O -6.85 -0.97 2.81
C -1.51 0.67 1.32
C -5.74 -1.74 2.39
H -2.83 2.13 -0.17
H 8.43 1.35 -9.05
O -0.99 3.12 0.42
C 7.59 -0.15 -2.09
H -6.85 1.06 2.94
C 4.61 -0.11 -4.74
H 6.99 0.72 -9.90
H -6.00 -2.80 2.47
H -0.22 1.13 8.03
H 3.52 1.90 -0.70
H -1.19 -1.92 2.70
H 4.23 -1.15 -1.27
H 6.27 2.20 0.81
H 1.34 1.82 -0.76
C 7.54 0.72 -8.96
H 1.90 -2.11 1.52
H -11.38 -0.60 2.63
H 1.45 -0.99 3.87
C 5.74 2.09 -8.20
C -0.66 -0.91 4.94
H -10.45 -0.26 4.10
C 3.56 -0.39 -0.67
C 0.72 -1.94 1.43
H -6.17 0.45 1.43
H -9.14 0.48 2.24
H 2.47 0.15 -2.60
H 7.86 -0.31 -8.77
H 4.33 1.19 0.85

=====

114
Properties=species:S:1:pos:R:3 method="wB97M-V/def2-TZVPD" relative_energy_ev=10.205 total_charge=-1 multiplicity=1
H 6.50 -2.20 0.50
H -0.26 -2.16 -0.12
C 2.17 -0.43 -4.14
H 4.87 -1.22 -4.65
Cl -6.42 6.18 5.45
C 3.13 -8.22 0.58
Cl 5.56 -3.43 2.26
H -8.38 5.68 0.82
C 5.53 -2.69 0.64
C 5.13 -5.36 -7.84
H 2.10 -3.72 2.32
H -4.49 2.64 0.86
H -2.84 -0.21 -0.23
H -4.46 5.85 -2.19
Cl 2.43 -5.97 -0.83
O 3.12 3.67 2.97
C 4.42 -1.66 0.50
H 0.93 -4.40 0.59
Cl 2.93 -3.94 -7.03
Cl -4.50 3.95 3.70
Al -0.96 1.08 1.33
H 5.44 -3.48 -0.10
H 1.18 0.36 5.64
Cl -6.07 5.82 -3.91
H 5.73 -5.70 -8.69
C 0.66 -1.98 2.81
C -0.46 -0.44 -3.25
Cl -4.76 4.92 0.67
C -1.86 -0.48 0.36
H -1.64 -1.93 -1.39
H 2.87 4.28 2.22
Cl -7.73 3.66 1.80
H -4.30 7.23 -3.29
N 4.04 1.32 2.25
O -1.00 1.20 3.21
H -4.80 2.97 -0.98
C 1.56 -1.03 3.82
C 3.97 -2.01 -4.56
H 4.52 -1.13 -0.45
C -5.16 3.74 5.34
C -6.39 5.32 0.08
H 4.05 1.14 1.23
H -0.60 0.69 -3.60
H -1.00 3.48 0.55
C 0.21 2.77 4.72
C -2.57 2.55 -0.55
H -2.13 1.74 -1.31
C -6.52 4.40 5.50
H 0.29 -0.83 -5.37
H -0.76 3.42 4.77
Cl 6.26 -4.62 -6.68
H 2.50 -0.64 3.24
C 1.30 1.81 2.37
O 3.03 -1.51 -3.55
H 4.94 1.72 2.61
H 1.89 4.17 5.63
B 2.88 2.26 2.53
H 1.14 -0.84 -1.57
H 1.98 -1.77 4.66
H 1.63 2.43 6.59
H 0.84 -1.69 1.70
H -0.36 -0.36 4.85
H -3.42 5.64 -5.09
C 0.69 0.13 4.58
H 4.53 -3.45 -8.70
H 4.27 -7.40 -1.06
C 3.71 -7.04 -0.20
H 2.64 -0.11 -5.17
H -2.20 -1.25 1.20
N -1.72 2.73 0.69
H 4.38 -6.44 0.42
H 4.45 -0.92 1.31
H -7.22 4.08 4.72
H -0.95 -4.33 0.65
C -4.45 6.15 -3.24
C 0.01 -4.78 1.20
Cl 2.38 -7.71 2.11
Cl -3.42 3.67 -3.80
H 1.42 -3.81 4.11
H -2.38 5.76 -3.67
C -3.36 5.43 -4.02
C 4.08 -4.38 -8.32
C 1.30 3.15 5.72
H 4.68 -6.23 -7.36
H 4.48 -3.02 -4.23
H -4.53 1.19 -0.41
H -6.33 6.32 -0.36
C 1.14 -3.55 2.99
H 3.93 -8.92 0.83
O 0.95 0.88 1.24
H 2.38 -8.75 -0.01
H -5.25 2.66 5.51
H -2.52 3.58 -1.14
H 2.23 0.46 -3.37
H -0.02 -5.95 1.13
H 0.10 0.73 -1.38
H 3.49 -4.82 -9.13
H 0.66 -2.28 -4.21
C -7.42 5.30 1.19
H -6.95 4.14 6.47
H 3.48 -2.14 -5.62
C 0.03 -0.40 -1.66
O 0.01 -4.43 2.63
H -1.52 -0.94 -3.34
H -6.64 4.61 -0.72
H -7.11 5.93 2.03
H -4.43 4.14 6.05
H 0.80 2.81 1.97
C 0.39 1.47 3.69
C -4.17 2.29 -0.23
C 0.66 -1.09 -4.27
H -0.47 -1.79 3.08
Cl 2.81 -2.42 0.50
C -0.90 -1.32 -0.67

=====

How do the records compare in orbital gap? In the order shown, they have 8.310, 11.312, 7.452, 6.246 eV.
How do the records compare in strongest force on any atom? In the order shown, they have 0.00653, 0.01001, 0.20724, 0.08357 Eh/bohr.
How do the records compare in E_LUMO? In the order shown, they have 0.47, 0.89, 2.21, 1.73 eV.